# 1
Here is a cluster of 2 separate species, C11H15N in total from the OMol25 dataset. Energies are from ωB97M-V/def2-TZVPD.

M	161.2	g mol⁻¹
spin multiplicity	1
ΔE to the lowest compared entry with this formula, charge and spin	22.56	kcal per mole
LUMO energy	0.96	eV
SMILES string	Cc1c[nH]c2ccccc12.CC
E_tot	-482.8792	a.u.
total charge	0
E_HOMO	-7.90	eV
HOMO-LUMO gap	8.861	eV
largest force on an atom	2.71	eV/A

Structure (XYZ):
```
27
Properties=species:S:1:pos:R:3:nbo_charge:R:1
C 3.41390 -1.57975 0.76850 -0.625
C 2.40778 -0.46216 0.93520 -0.074
C 2.51038 0.66946 1.65399 -0.034
N 1.29526 1.33561 1.68053 -0.550
C 0.38621 0.58972 0.93446 0.149
C -1.01210 0.75304 1.00242 -0.231
C -1.68445 -0.29740 0.40450 -0.227
C -1.05143 -1.24128 -0.37366 -0.235
C 0.33762 -1.40717 -0.41368 -0.200
C 1.06504 -0.54638 0.42099 -0.098
H 4.19245 -1.45964 1.51348 0.218
H 3.81939 -1.62814 -0.24200 0.215
H 2.85858 -2.50636 0.89558 0.215
H 3.32168 1.02496 2.26172 0.208
H 1.25860 2.34054 1.70465 0.404
H -1.48456 1.58035 1.51864 0.222
H -2.74807 -0.38959 0.62380 0.214
H -1.55951 -1.95749 -1.04177 0.214
H 0.77254 -2.20665 -0.98047 0.215
C -3.54215 1.55746 -2.40609 -0.620
C -2.94309 0.34371 -3.10604 -0.627
H -2.97350 2.48664 -2.47349 0.205
H -4.48899 1.85428 -2.88354 0.201
H -3.76234 1.47359 -1.35389 0.207
H -2.47923 -0.37986 -2.40511 0.217
H -2.00987 0.58790 -3.65910 0.209
H -3.65669 -0.11063 -3.76586 0.207
```


# 2
Here is a cluster of 2 separate species, C11H15N in total from the OMol25 dataset. Energies are from ωB97M-V/def2-TZVPD.

M	161.2	g mol⁻¹
spin multiplicity	1
ΔE to the lowest compared entry with this formula, charge and spin	35.94	kcal per mole
LUMO energy	0.92	eV
SMILES string	Cc1c[nH]c2ccccc12.CC
E_tot	-482.8579	a.u.
total charge	0
E_HOMO	-7.86	eV
HOMO-LUMO gap	8.781	eV
largest force on an atom	2.77	eV/A

Structure (XYZ):
```
27
Properties=species:S:1:pos:R:3:nbo_charge:R:1
C 1.26541 -1.64772 -2.96762 -0.645
C 1.28262 -1.26031 -1.52998 -0.064
C 2.30740 -0.77549 -0.73045 -0.038
N 1.79891 -0.24234 0.48972 -0.536
C 0.50883 -0.66672 0.56580 0.140
C -0.34703 -0.77613 1.67590 -0.249
C -1.45876 -1.55688 1.53552 -0.221
C -1.90270 -2.06919 0.28715 -0.239
C -1.19657 -1.64959 -0.84584 -0.183
C 0.13650 -1.21854 -0.63721 -0.111
H 0.79905 -2.61968 -3.05031 0.222
H 2.29464 -2.04327 -3.13464 0.223
H 0.89084 -0.89177 -3.65383 0.229
H 3.37210 -0.85444 -0.77504 0.207
H 2.32642 0.07774 1.28656 0.411
H -0.15801 -0.15910 2.52930 0.212
H -2.17745 -1.62340 2.36892 0.212
H -2.86804 -2.62147 0.17937 0.216
H -1.70993 -1.78932 -1.78598 0.215
C -0.63421 3.51913 1.61554 -0.617
C -0.72472 2.56615 0.43417 -0.626
H 0.26988 3.45532 2.21634 0.199
H -0.55650 4.56964 1.27077 0.204
H -1.48482 3.35612 2.26273 0.205
H 0.22594 2.09438 0.23886 0.207
H -0.86150 3.07771 -0.51672 0.210
H -1.39828 1.74917 0.67098 0.216
```


# 3
Here is a cluster of 2 separate species, C11H15N in total from the OMol25 dataset. Energies are from ωB97M-V/def2-TZVPD.

M	161.2	g mol⁻¹
spin multiplicity	1
ΔE to the lowest compared entry with this formula, charge and spin	16.03	kcal per mole
LUMO energy	0.92	eV
SMILES string	Cc1c[nH]c2ccccc12.CC
E_tot	-482.8896	a.u.
total charge	0
E_HOMO	-7.90	eV
HOMO-LUMO gap	8.824	eV
largest force on an atom	2.77	eV/A

Structure (XYZ):
```
27
Properties=species:S:1:pos:R:3:nbo_charge:R:1
C 0.74903 -1.17699 2.41423 -0.644
C -0.22088 -0.54234 1.52511 -0.088
C -0.81110 0.67975 1.60201 -0.028
N -1.61061 0.95666 0.49443 -0.564
C -1.40971 -0.07739 -0.37979 0.203
C -1.87911 -0.29264 -1.69642 -0.254
C -1.42282 -1.44622 -2.32136 -0.217
C -0.69294 -2.44973 -1.67767 -0.237
C -0.23225 -2.26812 -0.38460 -0.188
C -0.61283 -1.06412 0.20006 -0.116
H 1.71563 -1.40849 1.93433 0.217
H 0.42966 -2.12602 2.85303 0.218
H 1.14874 -0.60044 3.25626 0.224
H -0.80550 1.30437 2.48402 0.209
H -2.25601 1.71521 0.44398 0.417
H -2.61047 0.32357 -2.19912 0.214
H -1.79735 -1.56935 -3.32953 0.209
H -0.58770 -3.40722 -2.17558 0.212
H 0.31223 -3.00469 0.18374 0.219
C 1.50180 2.67572 0.01406 -0.620
C 1.63902 1.43440 -0.85499 -0.625
H 0.54612 3.19067 -0.00472 0.202
H 1.81848 2.48476 1.04860 0.206
H 2.27099 3.42449 -0.20010 0.202
H 2.10902 0.59989 -0.33609 0.211
H 2.05544 1.64121 -1.83871 0.207
H 0.65312 1.00304 -1.05516 0.214
```